[1]
A molecular structure, CH4NS2, computed with ωB97M-V with the def2-TZVPD basis set.

Its net charge is +1. As for the spin multiplicity: 1. The energy relative to the best compared isomer or geometry (same formula, charge and spin) is 65.7 kJ/mol. The total energy is -891.2928 hartree. The strongest force on any atom comes out at 1.03 eV/Å. The HOMO-LUMO gap is 8.5 eV.

Each line ends with the Löwdin charge.
CARTESIAN COORDINATES (ANGSTROEM)
C  2.413  1.239  0.384  -0.878
N  -0.957  0.029  0.109  -0.049
S  2.639  2.679  1.113  0.809
S  0.734  1.377  0.642  0.824
H  3.048  0.488  -0.047  0.057
H  -1.480  -0.242  0.933  0.081
H  -0.575  -0.792  -0.350  0.078
H  -1.553  0.521  -0.546  0.078

---

[2]
A single C4H8BrO5P molecule, computed with ωB97M-V with the def2-TZVPD basis set.

Its net charge is 0. As for the spin multiplicity: 1. The total energy is -3448.7735 hartree. The strongest force on any atom comes out at 5.15 eV/Å. The HOMO-LUMO gap is 9.6 eV.

Each line ends with the Löwdin charge.
CARTESIAN COORDINATES (ANGSTROEM)
O  2.892  -1.999  0.711  0.069
C  1.912  -1.209  0.623  -0.531
O  0.825  -1.628  -0.165  -0.004
C  -0.034  -0.532  -0.589  -0.181
C  -1.456  -0.645  0.167  -0.136
C  -2.328  0.687  -0.039  -0.237
O  -3.591  0.525  0.685  -0.123
O  1.988  -0.007  1.373  -0.292
P  3.026  1.116  0.513  0.631
O  2.843  0.911  -1.173  -0.357
Br  2.260  3.199  1.023  0.230
H  -0.266  -0.722  -1.706  0.146
H  0.435  0.502  -0.542  0.106
H  -1.275  -0.845  1.275  0.127
H  -1.992  -1.585  -0.240  0.129
H  -2.592  0.853  -1.137  0.124
H  -1.827  1.614  0.402  0.132
H  -4.013  -0.281  0.301  0.091
H  3.191  0.046  -1.484  0.074

---

[3]
A molecular structure, C33H40N4P2RuSe, computed with ωB97M-V with the def2-TZVPD basis set.

Its net charge is +2. As for the spin multiplicity: 5. The energy relative to the best compared isomer or geometry (same formula, charge and spin) is 460.0 kJ/mol. The total energy is -4678.5393 hartree. The strongest force on any atom comes out at 4.42 eV/Å. The HOMO-LUMO gap (spin up / spin down) is 5.5 / 4.0 eV.

Each line ends with the Löwdin charge.
CARTESIAN COORDINATES (ANGSTROEM)
Ru  -0.470  1.063  -1.684  1.138
C  -1.709  1.306  -3.166  -0.308
C  -1.162  -0.033  -3.230  -0.313
C  -0.022  -0.424  -4.130  -0.155
C  1.186  0.564  -4.025  -0.145
C  1.243  1.259  -2.708  -0.280
C  0.722  2.531  -2.324  -0.297
C  -0.170  3.371  -3.155  -0.162
C  -1.163  2.465  -3.943  -0.153
C  1.106  1.536  1.861  -0.257
H  -2.784  1.321  -2.958  0.116
H  -1.856  -0.850  -2.982  0.093
H  -0.414  -0.423  -5.165  0.141
H  0.298  -1.456  -3.878  0.111
H  2.119  -0.024  -4.117  0.134
H  1.169  1.270  -4.874  0.128
H  2.138  0.984  -2.135  0.067
H  1.256  3.053  -1.543  0.105
H  0.366  4.061  -3.830  0.145
H  -0.699  4.049  -2.455  0.121
H  -2.022  3.097  -4.164  0.126
H  -0.729  2.098  -4.881  0.122
H  0.679  2.536  1.860  0.028
H  1.969  1.523  1.192  -0.015
H  1.326  1.129  2.856  0.037
P  1.574  -0.842  0.178  1.032
P  -1.504  -0.643  -0.448  0.845
N  3.253  -0.059  -0.511  -0.176
N  2.426  -1.911  1.202  -0.284
N  -3.223  0.787  -0.534  -0.142
N  -2.808  -1.735  0.480  -0.220
C  0.961  -1.957  -1.110  -0.377
C  -0.568  -2.176  -1.023  -0.365
C  3.407  1.317  -0.662  -0.253
C  4.672  1.628  -1.147  -0.064
C  5.361  0.401  -1.273  -0.062
C  4.467  -0.605  -0.888  -0.123
C  3.294  -1.389  2.186  -0.138
C  4.180  -2.376  2.569  -0.052
C  3.836  -3.570  1.844  -0.052
C  2.757  -3.265  1.030  -0.123
C  -2.912  2.113  -0.556  -0.188
C  -4.047  2.892  -0.828  -0.003
C  -5.122  1.992  -0.951  0.019
C  -4.580  0.698  -0.775  -0.015
C  -4.065  -2.229  0.243  -0.165
C  -4.534  -2.874  1.396  -0.050
C  -3.495  -2.789  2.372  -0.044
C  -2.435  -2.143  1.740  -0.198
H  1.434  -2.944  -1.079  0.079
H  1.245  -1.467  -2.058  0.063
H  -0.964  -2.452  -2.015  0.084
H  -0.792  -3.084  -0.440  0.098
H  2.613  1.995  -0.437  0.060
H  5.061  2.627  -1.328  0.111
H  6.386  0.274  -1.572  0.104
H  4.642  -1.657  -0.832  0.104
H  3.179  -0.359  2.493  0.099
H  4.989  -2.251  3.281  0.112
H  4.333  -4.531  1.909  0.110
H  2.170  -3.878  0.365  0.096
H  -1.861  2.418  -0.496  0.059
H  -4.019  3.969  -0.886  0.123
H  -6.161  2.249  -1.141  0.130
H  -5.144  -0.220  -0.859  0.111
H  -4.524  -2.144  -0.727  0.098
H  -5.495  -3.350  1.539  0.108
H  -3.487  -3.139  3.389  0.106
H  -1.452  -1.910  2.089  0.038
Se  -0.737  0.691  1.425  0.927
C  -0.816  0.371  3.584  -0.337
C  -1.099  1.396  4.484  -0.089
C  -0.751  1.208  5.839  -0.045
C  -0.196  -0.003  6.271  -0.047
C  0.058  -1.014  5.342  -0.044
C  -0.203  -0.799  3.982  -0.152
H  -1.512  2.354  4.157  0.115
H  -0.883  2.017  6.556  0.119
H  0.060  -0.160  7.318  0.121
H  0.494  -1.960  5.645  0.119
H  0.157  -1.521  3.242  0.092

---

[4]
2 unconnected molecules or ions with the total composition C2H3F2O2Si, computed with ωB97M-V with the def2-TZVPD basis set.

Its net charge is -1. As for the spin multiplicity: 1. The energy relative to the best compared isomer or geometry (same formula, charge and spin) is 352.7 kJ/mol. The total energy is -717.7873 hartree. The strongest force on any atom comes out at 4.44 eV/Å. The HOMO-LUMO gap is 7.7 eV.

Each line ends with the Löwdin charge.
CARTESIAN COORDINATES (ANGSTROEM)
C  1.530  0.194  1.495  -0.757
C  -1.328  0.048  -0.255  -0.234
O  2.701  -0.108  1.683  -0.006
O  0.608  0.683  2.053  0.034
F  -0.140  -2.269  -2.404  -0.790
F  0.951  1.320  -1.235  -0.223
Si  0.530  -0.032  -0.396  0.894
H  -1.616  1.097  0.067  0.058
H  -1.645  -0.050  -1.257  -0.008
H  -1.590  -0.882  0.249  0.030